(1)
Entry from OMol25: a cluster of 9 separate species, C44H92F2N7O10S2 in total in a non-equilibrium geometry (ωB97M-V/def2-TZVPD).

```
157
Properties=species:S:1:pos:R:3:forces:R:3:mulliken_charge:R:1
C 1.4617 -10.5215 -3.7781 -0.40 -0.36 -0.76 -0.9560
C 2.6175 -9.7872 -4.4108 -0.10 -0.74 -0.76 -0.7345
N 3.1430 -8.7514 -3.5889 1.10 2.13 2.18 0.2044
C 4.1685 -8.8406 -2.6030 -0.08 1.58 -1.04 -0.4290
C 4.4890 -7.5415 -2.2377 -1.23 -0.81 -1.37 -0.4005
N 3.6048 -6.7050 -2.9185 -1.25 -1.59 -0.43 0.0816
C 2.7441 -7.4681 -3.6740 2.58 -0.12 0.91 -0.0348
C 3.4777 -5.2524 -2.7164 -0.25 -0.64 -0.20 -0.7869
H 0.6627 -9.8617 -3.4399 0.32 0.31 0.29 0.3171
H 1.7431 -11.2166 -2.9870 -0.07 0.02 -0.17 0.3244
H 0.9901 -11.0117 -4.6298 -0.01 -0.74 0.31 0.3448
H 2.3086 -9.3796 -5.3734 -0.20 0.52 0.20 0.3754
H 3.4658 -10.3887 -4.7377 -0.12 -0.52 0.48 0.4030
H 4.6753 -9.7549 -2.3317 -0.23 0.00 -0.22 0.4233
H 5.3155 -7.1174 -1.6869 -0.17 -0.17 0.29 0.5601
H 1.9704 -7.1521 -4.3580 0.14 0.31 0.22 0.3442
H 2.6604 -4.9585 -3.3750 0.24 0.42 0.10 0.2633
H 4.4264 -4.7912 -2.9910 -0.23 0.22 0.21 0.3521
H 3.1883 -5.1021 -1.6763 0.26 0.36 -0.14 0.3455
C -4.6290 7.5701 0.8096 -1.56 0.29 0.52 -1.4589
C -3.5305 7.8004 -0.1677 1.41 -0.74 -0.68 -0.2812
C -2.2093 7.7723 0.6571 -0.85 2.36 -1.54 -0.9332
N -1.0405 8.4258 -0.0880 1.74 -0.01 -0.59 0.2325
C -1.2223 9.7710 -0.8968 -0.92 -1.75 0.95 -1.0169
C -0.4126 7.4719 -1.1632 0.31 -1.69 1.66 -0.5437
C 1.0850 7.4411 -0.8878 1.09 0.57 -0.88 -0.7619
C 1.4342 8.3907 0.2937 -0.82 -2.03 -1.10 -0.6196
C 0.0768 8.6160 0.9861 1.43 1.10 -1.79 -0.5325
H -4.8990 8.5072 1.2964 0.48 0.17 0.35 0.3836
H -4.3762 6.8579 1.5951 -0.10 -0.14 -0.15 0.3685
H -5.6032 7.3390 0.3787 0.21 -0.61 -0.31 0.3936
H -3.7112 8.7138 -0.7344 0.37 0.55 0.57 0.3166
H -3.4558 7.1116 -1.0092 -0.21 -0.75 0.29 0.3757
H -1.8328 6.8169 1.0227 -0.35 -0.05 -0.26 0.5618
H -2.4477 8.4311 1.4921 0.52 -0.09 0.30 0.4591
H -0.2422 10.1617 -1.1705 -0.06 -0.25 0.17 0.3932
H -1.8114 10.4916 -0.3297 0.18 -0.13 0.10 0.3097
H -1.7728 9.4234 -1.7710 0.08 0.58 -0.03 0.4321
H -0.7275 7.5873 -2.2003 -0.08 0.92 0.32 0.4657
H -0.6558 6.4334 -0.9386 -1.01 0.18 0.33 0.3404
H 1.6080 7.7174 -1.8034 0.23 0.19 0.14 0.2936
H 1.4671 6.4454 -0.6628 -0.46 -0.10 -0.02 0.3949
H 1.9447 9.2527 -0.1357 -0.09 0.16 0.75 0.2967
H 2.0303 7.7686 0.9615 0.52 0.78 0.02 0.3552
H 0.1915 9.6846 1.1678 -1.23 -0.13 1.11 0.2372
H -0.0073 7.9147 1.8163 -0.59 0.45 -0.05 0.5311
C 2.7882 -6.7261 3.9554 -0.17 0.95 0.12 -1.2361
C 2.7556 -5.3285 4.5809 -1.55 1.20 0.22 -0.4341
C 3.9256 -4.4462 4.4023 1.84 1.37 0.63 -0.5557
N 3.9289 -3.2611 5.3403 1.92 0.60 3.53 -0.0041
C 4.1270 -3.6787 6.8569 -0.80 -0.76 -0.51 -0.9541
C 2.7437 -2.3446 5.2479 0.50 1.28 -0.65 -0.8106
C 3.2385 -0.9418 5.8205 -1.33 -0.68 -0.68 -0.6358
C 4.7487 -0.8724 5.6713 0.62 -2.79 0.39 -0.6138
C 5.1201 -2.2933 5.0307 -0.74 1.32 -0.74 -0.6937
H 3.7916 -7.1484 4.0081 -0.08 -0.09 0.11 0.3434
H 2.5034 -6.6505 2.9060 -0.01 -0.27 0.02 0.2958
H 2.0816 -7.3417 4.5121 0.12 -0.22 -0.31 0.3404
H 2.3692 -5.3015 5.5997 0.71 -0.65 0.44 0.3562
H 2.0526 -4.5940 4.1879 -1.24 -0.99 -0.83 0.3963
H 3.9072 -3.8483 3.4911 0.24 -0.97 -0.71 0.3583
H 4.8821 -4.9472 4.5513 0.14 0.15 -0.23 0.4292
H 3.2045 -4.0987 7.2575 -0.31 0.30 -0.34 0.3939
H 4.4187 -2.8893 7.5497 0.04 0.41 -0.76 0.3735
H 4.8192 -4.5105 6.9878 0.41 0.26 -0.71 0.3879
H 1.8521 -2.7729 5.7060 0.30 0.06 0.33 0.4488
H 2.5217 -2.2328 4.1866 0.11 -0.06 -0.16 0.4769
H 2.7892 -0.8866 6.8121 0.65 0.42 0.19 0.3388
H 2.8629 -0.1008 5.2376 -0.67 -0.35 0.01 0.3836
H 5.2183 -0.8417 6.6545 0.18 0.41 -0.15 0.2648
H 5.1257 -0.0879 5.0151 -0.17 -0.06 0.21 0.4330
H 6.1240 -2.6482 5.2638 -0.41 -0.53 0.45 0.4505
H 5.1071 -2.1860 3.9461 -0.05 -0.04 -0.10 0.4622
C -4.6782 3.8579 -6.2818 0.63 1.69 0.14 -1.4665
C -4.7053 2.4362 -5.8319 -1.86 -1.58 -1.13 -0.3381
C -4.8669 1.3590 -6.9838 1.91 0.21 0.71 -0.8929
N -3.7633 0.2707 -6.9416 0.41 0.45 -1.04 0.2531
C -3.8993 -0.6687 -5.7527 -0.89 0.99 0.82 -1.0371
C -3.8196 -0.4534 -8.3494 0.85 -0.09 0.68 -0.5907
C -2.9878 0.4119 -9.2933 -0.55 0.37 0.49 -0.6510
C -1.8713 0.9499 -8.3961 0.13 0.74 0.16 -0.4657
C -2.2804 0.8875 -6.9280 -0.99 -2.17 -0.37 -0.5924
H -4.6742 4.4263 -5.3517 -0.47 0.30 -0.01 0.3895
H -5.4920 4.2143 -6.9133 -0.29 -0.39 0.20 0.4055
H -3.7859 4.2714 -6.7518 0.42 -0.72 -0.30 0.3491
H -5.7014 2.3055 -5.4088 0.27 0.22 1.07 0.2872
H -3.9176 2.2743 -5.0961 -0.18 -0.50 -0.11 0.4784
H -4.8040 1.9228 -7.9145 0.35 -0.45 -0.24 0.3868
H -5.7805 0.7661 -7.0287 -0.15 0.36 0.50 0.5338
H -4.9121 -0.7431 -5.3566 -0.63 -0.37 -1.20 0.3262
H -3.5467 -0.1888 -4.8398 1.18 0.17 -0.39 0.4785
H -3.4667 -1.6606 -5.8834 0.13 0.39 -0.35 0.3250
H -3.3180 -1.4090 -8.1967 -0.07 -0.04 0.08 0.3942
H -4.8248 -0.6426 -8.7261 -0.15 0.21 0.60 0.3567
H -2.6066 -0.1390 -10.1531 0.01 -0.22 0.26 0.4047
H -3.6022 1.1988 -9.7307 0.01 0.14 0.17 0.2986
H -1.0044 0.3045 -8.5377 0.25 0.55 0.00 0.3203
H -1.6765 2.0121 -8.5434 0.50 -0.29 -0.80 0.3070
H -1.7152 0.0912 -6.4437 0.00 0.22 0.22 0.3882
H -2.1433 1.8004 -6.3484 -0.68 -0.10 -0.12 0.3504
C -6.1472 0.6247 1.0290 -0.65 0.17 0.02 -1.4743
C -5.0578 -0.3421 1.3611 0.97 -0.22 -1.01 0.0047
C -5.4826 -1.7522 1.3592 -1.07 -3.85 1.06 -0.9907
N -4.4572 -2.8452 1.6578 2.43 -0.30 1.81 0.0959
C -3.7609 -2.5475 3.0096 -1.24 0.06 0.44 -1.0606
C -3.3457 -2.9815 0.5912 -0.98 0.18 1.89 -0.5968
C -2.8364 -4.3897 0.8189 0.22 -1.32 -0.64 -0.6318
C -3.8486 -5.2708 1.6697 0.45 1.34 -1.52 -0.6744
C -5.0645 -4.3165 1.8362 1.62 0.12 0.05 -0.4172
H -6.9463 0.4796 1.7560 -0.32 0.36 -0.23 0.3592
H -6.4957 0.4804 0.0063 -0.30 0.00 0.10 0.3432
H -5.7528 1.6379 1.1070 -0.14 -0.05 0.05 0.3959
H -4.6116 0.0010 2.2945 0.48 -0.39 -0.23 0.3351
H -4.4168 -0.3791 0.4803 1.10 0.92 0.45 0.2996
H -5.8213 -2.2086 0.4290 -0.58 1.07 -0.52 0.3668
H -6.1983 -2.1081 2.1003 -0.74 0.99 0.12 0.4907
H -4.5753 -2.4615 3.7290 -0.09 -0.44 0.12 0.4315
H -3.2838 -1.5771 3.1465 0.29 -0.07 -1.09 0.3574
H -3.0876 -3.3443 3.3257 -0.12 0.01 -0.39 0.3910
H -2.5639 -2.2640 0.8405 -0.25 0.27 -0.37 0.4364
H -3.8561 -2.7283 -0.3380 0.43 -0.41 -0.22 0.4141
H -1.8448 -4.4210 1.2704 -0.09 0.28 -0.02 0.3423
H -2.7273 -4.8243 -0.1747 0.16 -0.27 0.09 0.3746
H -3.4031 -5.6544 2.5876 -0.16 0.52 0.15 0.3582
H -4.0715 -6.1640 1.0860 -0.42 0.16 0.04 0.3141
H -5.3941 -4.4869 2.8612 -0.71 0.78 -0.27 0.3118
H -5.8076 -4.5027 1.0609 -0.10 0.35 0.23 0.4165
N -1.9390 4.6022 8.0633 3.34 -0.88 1.25 -0.2544
S -1.4555 4.1540 6.6490 -1.09 0.29 -7.94 1.0099
O -1.3614 2.6900 6.4180 0.97 2.67 0.84 -0.5772
O -0.6347 5.1231 5.8044 -1.90 -3.16 2.97 -0.5671
F -2.8907 4.3783 5.8748 0.09 0.24 0.68 -0.3320
S -0.4933 4.1173 8.8117 1.28 -0.11 4.15 1.1149
O 0.7739 4.5559 8.2046 -2.75 -0.76 0.99 -0.5276
O -0.5246 2.7704 9.4123 -0.24 2.70 -1.43 -0.5711
F -0.6844 5.1099 10.1436 0.20 -1.10 -1.68 -0.2978
C 6.0530 3.9575 0.3952 1.28 -0.11 0.73 -0.6371
C 7.3024 4.7446 -0.0228 2.71 2.38 -0.24 0.5218
O 8.4385 4.6626 0.5727 -2.16 -1.59 0.32 -0.7577
O 7.1688 5.6237 -0.9033 -1.47 0.05 -1.00 -0.7430
H 5.3475 3.6839 -0.3893 0.39 -0.06 -0.12 0.2431
H 5.5388 4.6037 1.1066 -0.11 -0.08 0.18 0.1405
H 6.5239 3.1291 0.9245 -0.81 -0.49 0.12 0.2359
C 7.8104 -1.2411 -0.1806 1.12 0.47 0.12 -0.7264
C 8.3915 -2.6337 0.1258 0.24 -0.85 -0.36 0.5207
O 7.6431 -3.3355 0.8400 -1.38 -0.68 1.05 -0.7204
O 9.4965 -3.0434 -0.2978 -0.15 1.13 -0.43 -0.7432
H 6.7375 -1.1625 -0.0049 0.07 -0.24 -0.32 0.2003
H 8.1490 -0.8273 -1.1304 -0.32 -0.23 -0.27 0.2959
H 8.2740 -0.5514 0.5246 0.04 0.07 0.29 0.1815
C 0.8583 2.1675 1.1376 -0.39 -0.40 -0.71 -0.5156
C 0.7077 1.1135 -0.0295 1.47 0.30 -1.55 0.5553
O 1.6973 0.3686 -0.1832 -0.20 -0.40 0.61 -0.6780
O -0.2894 1.1130 -0.8274 -0.38 0.55 1.34 -0.7863
H 0.7081 3.2001 0.8223 -1.06 -0.05 -0.19 0.0212
H 1.8467 2.2975 1.5783 0.13 -1.08 -0.06 0.2805
H 0.1378 1.7830 1.8595 -0.07 0.78 0.45 0.1346
```
Forces are in eV/Å.

Calculated values
HOMO (eV): -4.76
Charge: +1
Electronic energy (eV): -105106.91956

***

(2)
Entry from OMol25: a cluster of 8 separate species, C32H58N6O4S2 in total in a non-equilibrium geometry (ωB97M-V/def2-TZVPD).

```
102
Properties=species:S:1:pos:R:3:forces:R:3:mulliken_charge:R:1
C -15.4713 23.2951 -14.8359 -0.87 -0.26 0.25 -1.1918
C -16.2137 23.3364 -16.1763 0.77 1.15 -0.23 0.4207
C -15.3049 23.1367 -17.4104 -1.37 -1.05 -0.18 0.1985
C -14.5267 24.2823 -17.8157 0.20 0.31 0.09 0.2012
N -13.9682 25.2238 -18.1640 0.06 -0.02 0.02 -0.5374
H -15.9364 23.9916 -14.1345 0.04 -0.04 0.02 0.3093
H -14.4193 23.5637 -14.8903 0.06 -0.08 -0.21 0.3655
H -15.5909 22.3001 -14.4008 0.38 0.00 0.06 0.2990
H -16.6605 24.3291 -16.2970 0.01 -0.03 -0.01 0.3120
H -17.0570 22.6558 -16.2490 0.15 -0.33 0.20 -0.3734
H -16.0225 22.9208 -18.2100 0.33 0.15 -0.28 -0.3132
H -14.7069 22.2253 -17.3584 0.27 0.18 0.24 0.3957
C -22.9326 17.3934 -15.3611 -0.56 -0.83 -0.26 -1.5914
C -22.1698 18.5343 -15.9928 0.13 0.61 -0.22 0.6826
C -22.5043 19.9142 -15.4101 0.08 0.86 0.54 0.7013
C -23.9360 20.1056 -15.1693 -0.19 -0.14 -0.35 -0.0442
N -25.0656 20.1945 -14.9829 0.06 0.08 0.03 -0.4510
H -22.6377 16.4198 -15.7604 0.38 0.14 0.04 0.4171
H -23.9960 17.4344 -15.6123 0.02 0.34 0.10 0.4376
H -22.8813 17.3245 -14.2745 0.26 0.23 0.03 0.3239
H -22.4160 18.6314 -17.0544 -0.13 -0.34 0.00 0.3491
H -21.0863 18.3982 -15.9848 -0.01 -0.10 0.30 -0.4350
H -22.1396 20.7221 -16.0512 -0.18 -0.15 -0.25 -0.1507
H -22.0488 20.2020 -14.4529 0.24 -0.72 0.02 -0.2517
C -18.9432 18.3350 -13.4571 0.09 -0.14 -0.12 -0.5341
C -18.5899 19.5324 -12.5879 0.26 0.26 -0.32 -0.5235
C -19.3130 20.8340 -13.0015 0.10 -0.48 0.26 -0.5913
C -19.2365 21.1036 -14.4400 -0.11 -0.04 0.21 0.2279
N -19.1779 21.2967 -15.5707 -0.09 0.06 -0.01 -0.2550
H -20.0278 18.2159 -13.5158 0.01 -0.18 0.07 0.1340
H -18.4881 17.4233 -13.0709 -0.22 -0.02 0.19 0.4191
H -18.5730 18.3902 -14.4814 0.01 0.36 0.01 -0.0658
H -17.5166 19.7330 -12.5940 0.02 -0.19 -0.02 0.3147
H -18.8736 19.3290 -11.5557 0.04 0.04 0.05 0.3324
H -18.8870 21.6810 -12.4652 -0.07 0.09 -0.02 0.3511
H -20.3521 20.7221 -12.6869 -0.13 0.29 -0.29 0.3204
C -20.8657 23.1263 -21.2092 0.26 0.37 -0.13 -0.3656
C -21.2241 22.2766 -20.0013 -0.94 -0.70 -0.05 -0.1233
C -20.3418 22.5832 -18.7842 0.71 -0.58 -0.36 0.4527
C -18.9346 22.3790 -19.1511 0.24 0.59 0.07 0.1697
N -17.8296 22.2323 -19.4272 -0.04 -0.02 -0.03 -0.6621
H -21.3178 24.1164 -21.1294 0.17 0.07 -0.02 -0.3035
H -21.1455 22.7279 -22.1841 -0.36 -0.23 0.20 0.3867
H -19.7823 23.2351 -21.2978 -0.03 0.16 0.06 0.1089
H -21.2250 21.2182 -20.2857 0.62 -0.04 0.24 -0.0864
H -22.2706 22.3899 -19.7000 0.05 0.41 -0.02 0.4789
H -20.4304 21.9253 -17.9128 -0.67 0.12 -0.06 -0.5335
H -20.4763 23.6178 -18.4713 0.05 0.02 0.09 0.5216
C -23.0915 17.3182 -23.7946 -0.21 -0.54 0.32 -1.2990
C -22.1729 17.6205 -22.6186 -0.11 -0.03 -0.29 -0.4967
C -21.3668 18.9050 -22.7810 1.11 -0.05 0.28 0.7031
C -20.5445 19.0017 -23.9963 -0.20 -0.16 -0.02 0.0825
N -19.8391 19.0793 -24.8984 -0.08 -0.04 -0.05 -0.4748
H -23.8660 18.0732 -23.9230 0.03 0.04 -0.07 0.3284
H -23.5727 16.3539 -23.6092 -0.18 0.14 -0.04 0.3719
H -22.5426 17.1865 -24.7267 0.11 0.26 0.01 0.3604
H -21.5072 16.7667 -22.4706 0.22 0.16 -0.13 0.3157
H -22.7136 17.7013 -21.6729 -0.23 0.07 -0.14 0.3692
H -20.6082 18.8990 -21.9887 -0.21 0.31 0.15 -0.5078
H -21.9325 19.8313 -22.6829 -0.26 -0.14 -0.02 0.2732
C -20.6552 28.2776 -20.7093 -0.65 -0.23 -0.15 -0.9516
C -22.1836 28.2225 -20.7953 -0.30 1.22 -0.56 -0.5756
C -22.7046 27.0436 -21.5992 -0.58 -1.13 0.42 -0.1498
C -22.2234 26.9446 -22.9716 0.12 0.18 -0.13 0.2722
N -21.9138 26.8947 -24.0757 0.06 -0.03 0.03 -0.4380
H -20.2793 29.1687 -20.2121 -0.16 -0.07 0.30 0.3737
H -20.2330 28.3073 -21.7146 0.07 -0.30 0.01 0.3337
H -20.3540 27.3712 -20.1816 0.50 0.11 -0.04 0.1467
H -22.5742 29.1172 -21.2963 0.28 0.05 -0.05 0.3166
H -22.6801 28.2770 -19.8255 0.21 -0.43 0.15 0.3555
H -23.7968 27.0072 -21.6771 0.01 0.51 0.09 0.3196
H -22.5177 26.0883 -21.0913 0.43 0.11 -0.08 -0.0145
C -14.7776 25.0860 -22.1336 -0.12 0.15 -0.17 -0.6029
C -15.5755 26.0450 -21.2487 0.24 1.52 0.25 -0.7537
C -17.0167 25.5587 -21.2340 0.41 -0.76 -0.64 -0.0022
S -17.3166 25.1530 -22.9841 0.23 -0.03 0.17 1.0978
O -17.7490 26.3815 -23.6140 0.09 -0.39 -0.05 -0.6828
O -18.0883 23.9344 -23.1133 0.04 0.41 0.06 -0.6302
C -15.5727 24.8086 -23.4359 -0.48 -0.16 1.49 -0.6859
H -14.6228 24.2237 -21.4808 0.00 -0.44 -0.61 0.2364
H -13.8028 25.4298 -22.4758 0.10 0.28 0.57 0.3810
H -15.5310 27.0891 -21.5841 -0.15 -0.21 -0.47 0.3342
H -15.1527 26.1400 -20.2471 -0.05 -0.51 0.04 0.3432
H -17.7821 26.2689 -20.9401 0.04 0.09 0.07 0.3906
H -17.0898 24.6171 -20.6847 -0.18 0.05 0.05 -0.1702
H -15.2927 25.5006 -24.2211 -0.05 -0.11 -0.19 0.3828
H -15.4929 23.7556 -23.6853 -0.15 0.09 -0.49 0.3364
C -18.9302 17.7932 -19.4514 0.97 0.52 0.63 -0.6475
C -18.3890 19.1004 -18.8021 -1.00 0.37 -1.45 0.4557
C -18.0446 18.8692 -17.3519 0.56 -1.87 -0.80 0.1079
S -17.6981 17.0443 -17.3261 0.29 0.85 -1.02 1.1473
O -18.8157 16.3668 -16.7073 0.16 -0.05 0.00 -0.6138
O -16.3402 16.8128 -16.8965 -0.23 -0.16 0.27 -0.7149
C -17.8017 16.8217 -19.1641 -0.50 -1.15 1.54 -0.8779
H -19.1856 17.9822 -20.4893 0.08 -0.30 -0.10 0.3174
H -19.7965 17.4680 -18.8717 -0.22 -0.07 -0.35 0.2286
H -19.1439 19.8639 -18.9944 0.02 0.13 0.57 -0.7500
H -17.5349 19.4499 -19.3839 0.15 -0.12 0.15 0.4198
H -18.8867 19.0237 -16.6914 0.37 0.41 0.40 -0.6122
H -17.0396 19.2171 -17.1356 -0.41 0.76 0.71 0.4971
H -18.0194 15.7505 -19.1951 -0.19 0.11 -0.45 0.4446
H -16.8123 16.9881 -19.5796 -0.09 0.41 -0.15 0.3613
```
Forces are in eV/Å.

Calculated values
HOMO (eV): -9.98
Electronic energy (eV): -72923.04207
ΔE to the lowest compared entry with this formula, charge and spin (eV): 0.000

***

Q: Among the records above, which one has the highest electronic energy?
A: C32H58N6O4S2